Entry 1:
Formula: C37H79N4O5
Source: the OMol25 dataset
Level of theory: ωB97M-V/def2-TZVPD

Geometry as ORCA input:
```
! wB97M-V def2-TZVPD RIJCOSX def2/J DEFGRID3
* xyz -1 1
C -1.336 -2.447 0.342
O -1.095 -1.257 -0.296
H -1.686 -3.197 -0.372
H -0.398 -2.836 0.753
H -2.179 -2.392 1.134
C -1.914 -0.135 -3.144
C -2.478 -0.558 -4.527
C -2.754 0.653 -5.481
C -2.998 0.230 -6.939
C -1.766 -0.470 -7.429
C -1.466 -1.724 -6.640
N -1.457 -1.427 -5.250
O -1.416 -2.720 -4.559
C -2.390 -2.835 -7.062
C -0.083 -2.194 -7.127
C -3.738 -1.364 -4.297
H -1.501 -1.040 -2.681
H -2.747 0.143 -2.426
H -1.152 0.604 -3.209
H -3.630 1.221 -5.142
H -1.918 1.344 -5.550
H -3.116 1.158 -7.582
H -3.895 -0.404 -7.081
H -0.916 0.156 -7.420
H -2.072 -0.765 -8.466
H -3.422 -2.654 -7.057
H -2.120 -3.169 -8.063
H -2.240 -3.658 -6.449
H 0.314 -3.012 -6.558
H -0.064 -2.617 -8.133
H 0.747 -1.438 -7.126
H -3.495 -1.985 -3.472
H -4.066 -2.007 -5.123
H -4.596 -0.744 -3.987
H -0.506 -2.860 -4.131
C -0.838 5.092 -0.782
C -1.532 4.728 0.520
C -2.475 3.550 0.430
C -1.836 2.208 0.266
C -0.981 1.871 1.470
C 0.088 2.943 1.632
N -0.593 4.298 1.626
O 0.443 5.251 1.755
C 0.848 2.716 2.918
C 1.184 2.781 0.568
C -2.218 6.021 0.972
H 0.215 5.392 -0.581
H -1.274 6.066 -1.146
H -0.857 4.464 -1.634
H -2.937 3.516 1.409
H -3.203 3.757 -0.326
H -1.302 2.044 -0.695
H -2.612 1.466 0.206
H -0.554 0.876 1.371
H -1.516 1.995 2.405
H 0.078 2.607 3.704
H 1.507 1.888 2.831
H 1.409 3.610 3.162
H 1.910 3.533 0.717
H 1.651 1.760 0.609
H 0.764 2.932 -0.460
H -2.538 6.116 2.024
H -3.085 6.150 0.315
H -1.448 6.835 0.760
H 0.362 5.444 2.683
C 3.745 -2.660 -0.280
C 3.133 -1.376 0.207
C 4.160 -0.390 0.692
C 4.891 0.393 -0.369
C 3.909 0.997 -1.395
C 2.890 -0.082 -1.930
N 2.271 -0.777 -0.821
O 1.295 -1.730 -1.210
C 1.790 0.848 -2.596
C 3.612 -0.969 -2.986
C 2.196 -1.640 1.516
H 4.276 -3.224 0.523
H 4.432 -2.491 -1.110
H 2.970 -3.298 -0.630
H 3.691 0.441 1.283
H 4.935 -0.884 1.305
H 5.663 -0.149 -0.861
H 5.443 1.263 0.116
H 4.489 1.376 -2.284
H 3.275 1.761 -0.978
H 1.044 1.232 -1.819
H 2.299 1.728 -3.056
H 1.205 0.417 -3.397
H 4.624 -1.387 -2.720
H 2.898 -1.758 -3.105
H 3.659 -0.404 -3.954
H 1.620 -0.740 1.526
H 2.878 -1.602 2.385
H 1.595 -2.507 1.436
H -0.093 -1.360 -0.672
C -0.404 -2.534 3.788
C -1.134 -1.598 4.736
C -1.815 -2.406 5.844
C -0.791 -2.987 6.843
C 0.110 -1.934 7.425
C 0.860 -1.139 6.334
N -0.226 -0.622 5.401
O 0.429 0.062 4.320
C 1.437 0.110 7.075
C 1.933 -2.018 5.612
C -2.112 -0.779 3.905
H -1.206 -2.972 3.143
H 0.091 -3.363 4.239
H 0.204 -1.989 3.068
H -2.623 -1.840 6.366
H -2.408 -3.177 5.312
H -0.099 -3.711 6.348
H -1.268 -3.571 7.643
H 0.915 -2.380 8.097
H -0.500 -1.201 7.986
H 1.980 0.824 6.400
H 0.588 0.622 7.475
H 2.161 -0.261 7.843
H 1.841 -1.822 4.518
H 2.986 -1.885 5.886
H 1.810 -3.142 5.706
H -1.539 -0.318 3.059
H -2.468 -0.006 4.601
H -2.871 -1.489 3.563
H 0.211 0.984 4.468
*
```

Calculated values
LUMO energy = 2.52 eV

Results of the Löwdin charge analysis, in e, for atoms 1 through 5: -0.24 -0.21 0.06 0.05 0.08

***

Entry 2:
Formula: C37H87FNO17S11
Source: the OMol25 dataset
Level of theory: ωB97M-V/def2-TZVPD

Geometry as ORCA input:
```
! wB97M-V def2-TZVPD RIJCOSX def2/J DEFGRID3
* xyz 1 1
C -2.158 -0.348 1.227
C -3.761 -0.517 1.525
O -4.313 -1.851 1.243
C -3.542 -2.925 1.887
C -2.810 -3.781 0.692
O -2.291 -5.048 1.240
C -1.108 -5.494 0.474
O 0.082 -5.008 1.195
C 1.296 -5.104 0.335
O 2.265 -5.949 0.780
C 1.419 -4.215 -1.038
C 0.635 -2.750 -1.058
C 0.733 -1.806 -2.413
F 0.026 -0.473 -2.470
N 1.543 -2.254 -3.647
C 2.274 -3.609 -3.688
C 3.095 -3.929 -5.105
C 4.007 -2.636 -5.559
C 3.708 -2.101 -7.088
C 2.542 -0.926 -7.168
O 2.745 0.368 -6.827
O 1.193 -1.325 -7.673
C 2.251 -4.674 -2.399
H -1.786 -0.809 0.218
H -1.922 0.813 1.315
H -1.595 -0.843 2.155
H -4.035 -0.131 2.610
H -4.316 0.236 0.783
H -2.837 -2.581 2.756
H -4.334 -3.667 2.385
H -3.676 -4.088 -0.070
H -2.035 -3.169 0.053
H -1.213 -5.073 -0.621
H -1.182 -6.675 0.407
H 0.014 -2.335 -0.131
H 1.597 -1.598 -4.473
H 3.817 -4.837 -4.854
H 2.365 -4.306 -5.968
H 5.141 -2.990 -5.529
H 3.927 -1.769 -4.750
H 3.309 -2.986 -7.782
H 4.708 -1.706 -7.598
H 0.571 -1.433 -6.895
H 2.817 -5.723 -2.443
C 0.279 -3.048 6.247
S -1.161 -3.472 5.237
O -2.076 -2.283 5.235
C -1.846 -4.684 6.393
H 0.846 -2.268 5.734
H -0.045 -2.678 7.223
H 0.911 -3.931 6.371
H -2.038 -4.212 7.359
H -1.145 -5.513 6.512
H -2.786 -5.063 5.982
C 4.954 -2.592 -10.723
S 3.714 -3.909 -10.770
O 3.447 -4.328 -9.354
C 4.795 -5.155 -11.511
H 4.507 -1.711 -10.256
H 5.818 -2.914 -10.136
H 5.262 -2.345 -11.741
H 5.669 -5.317 -10.876
H 5.109 -4.822 -12.503
H 4.236 -6.089 -11.604
C -0.464 1.955 8.572
S -0.567 0.164 8.341
O 0.144 -0.167 7.062
C -2.344 0.124 8.001
H 0.578 2.221 8.763
H -0.810 2.469 7.672
H -1.074 2.248 9.430
H -2.573 0.751 7.136
H -2.891 0.478 8.877
H -2.633 -0.908 7.786
C 1.849 5.732 -6.774
S 1.486 4.552 -8.097
O 0.041 4.715 -8.463
C 1.623 3.072 -7.067
H 1.783 6.743 -7.182
H 1.123 5.620 -5.965
H 2.860 5.560 -6.399
H 0.912 3.125 -6.240
H 2.642 2.988 -6.682
H 1.397 2.198 -7.683
C 0.952 5.244 -0.985
S 0.351 4.880 -2.652
O 1.506 5.051 -3.594
C -0.691 6.352 -2.798
H 1.660 4.464 -0.693
H 1.455 6.213 -0.972
H 0.112 5.248 -0.287
H -0.086 7.253 -2.672
H -1.477 6.319 -2.040
H -1.147 6.358 -3.791
C -1.635 -9.774 -3.091
S -1.240 -8.732 -1.666
O -1.065 -7.330 -2.168
C 0.410 -9.419 -1.387
H -2.623 -9.493 -3.464
H -0.894 -9.625 -3.880
H -1.651 -10.823 -2.784
H 1.024 -9.292 -2.282
H 0.327 -10.479 -1.136
H 0.872 -8.886 -0.553
C -5.016 9.075 -0.325
S -4.437 7.367 -0.463
O -2.962 7.367 -0.186
C -4.654 7.242 -2.254
H -4.934 9.387 0.719
H -4.401 9.729 -0.948
H -6.061 9.132 -0.638
H -4.061 8.009 -2.757
H -5.711 7.360 -2.503
H -4.315 6.254 -2.577
C 0.558 7.668 8.676
S 0.941 6.256 7.611
O -0.287 5.398 7.541
C 2.093 5.465 8.760
H -0.183 8.292 8.171
H 0.150 7.318 9.627
H 1.465 8.252 8.848
H 1.590 5.252 9.706
H 2.949 6.122 8.929
H 2.439 4.529 8.316
C 5.600 -3.412 2.560
S 4.999 -3.775 0.893
O 6.154 -3.605 -0.049
C 3.957 -2.304 0.747
H 6.308 -4.191 2.852
H 6.103 -2.442 2.573
H 4.760 -3.408 3.258
H 4.562 -1.403 0.873
H 3.171 -2.337 1.505
H 3.501 -2.298 -0.246
C -3.873 14.338 -2.782
S -5.113 13.021 -2.829
O -5.379 12.602 -1.413
C -4.031 11.775 -3.570
H -4.319 15.219 -2.315
H -3.009 14.016 -2.196
H -3.564 14.585 -3.800
H -3.157 11.613 -2.935
H -3.718 12.108 -4.563
H -4.590 10.841 -3.663
C -2.799 -7.132 9.431
S -2.479 -5.570 10.287
O -1.641 -4.721 9.378
C -1.380 -6.270 11.543
H -3.444 -6.931 8.573
H -1.859 -7.567 9.083
H -3.304 -7.823 10.110
H -0.528 -6.758 11.064
H -1.932 -6.990 12.151
H -1.021 -5.459 12.181
*
```

Calculated values
LUMO energy = -5.45 eV

Results of the Löwdin charge analysis, in e, for atoms 1 through 5: -0.11 -0.24 -0.21 -0.16 -0.15

***

| no. | E_HOMO (eV) |
| --- | --- |
| 1 | -3.121 |
| 2 | -9.520 |